[1]
# C48H36N4O8PtS

A molecular structure, C48H36N4O8PtS (ωB97M-V/def2-TZVPD, the Open Molecules 2025 dataset).

Cartesian coordinates (Å):
Pt 0.580 0.286 0.109
C 4.212 -5.757 -6.785
O 3.251 -6.039 -5.797
C 2.919 -5.010 -4.944
C 1.861 -5.253 -4.075
C 1.465 -4.274 -3.182
C 2.106 -3.033 -3.118
C 3.173 -2.826 -3.984
C 3.582 -3.792 -4.899
C 1.679 -1.992 -2.144
C 1.823 -2.281 -0.771
C 2.502 -3.485 -0.254
C 2.555 -3.382 1.064
C 1.899 -2.100 1.516
N 1.462 -1.507 0.226
C 0.705 -2.195 2.433
C 0.188 -0.961 2.806
C -0.366 -0.636 4.128
C -0.508 0.692 4.197
C -0.138 1.243 2.893
C -0.252 2.536 2.502
C -0.599 3.551 3.531
C 0.247 3.758 4.625
C -0.056 4.681 5.612
C -1.219 5.436 5.515
O -1.439 6.346 6.528
C -2.692 6.982 6.545
C -2.067 5.265 4.430
C -1.747 4.328 3.453
C -0.147 3.005 1.140
N -0.112 2.194 0.042
C -0.199 2.992 -1.074
C -0.293 2.435 -2.414
C -1.107 3.105 -3.476
C -1.190 4.486 -3.690
C -2.001 5.035 -4.671
C -2.785 4.217 -5.468
O -3.589 4.750 -6.466
C -4.763 5.358 -5.962
C -2.760 2.850 -5.261
C -1.944 2.315 -4.275
C 0.244 1.228 -2.757
C 0.473 0.755 -4.121
C 1.070 -0.441 -4.044
C 1.207 -0.775 -2.625
N 0.742 0.261 -1.897
C -0.223 4.335 -0.659
C -0.180 4.339 0.729
N 0.269 0.187 2.097
C 0.073 -3.404 2.940
C -1.288 -3.378 3.292
C -1.959 -4.463 3.847
C -1.296 -5.666 4.023
O -1.864 -6.809 4.560
C -3.246 -6.763 4.793
C 0.033 -5.756 3.627
C 0.692 -4.662 3.102
H 4.251 -6.629 -7.434
H 5.202 -5.590 -6.349
H 3.934 -4.877 -7.375
H 1.358 -6.210 -4.117
H 0.637 -4.463 -2.510
H 3.717 -1.891 -3.924
H 4.426 -3.587 -5.543
H 2.973 -4.232 -0.872
H 3.122 -3.995 1.745
H -0.501 -1.357 4.920
H -0.839 1.271 5.045
H 1.159 3.178 4.687
H 0.604 4.835 6.455
H -2.739 7.546 7.475
H -3.511 6.256 6.522
H -2.809 7.672 5.703
H -2.973 5.847 4.327
H -2.407 4.196 2.605
H -0.602 5.163 -3.101
H -2.015 6.108 -4.822
H -5.337 5.704 -6.821
H -4.527 6.211 -5.318
H -5.359 4.640 -5.390
H -3.396 2.206 -5.857
H -2.004 1.251 -4.092
H 0.275 1.326 -5.014
H 1.403 -1.059 -4.862
H -0.156 5.208 -1.279
H -0.154 5.199 1.380
H -1.861 -2.483 3.092
H -3.006 -4.353 4.096
H -3.540 -7.756 5.129
H -3.801 -6.511 3.882
H -3.504 -6.033 5.570
H 0.552 -6.700 3.743
H 1.723 -4.803 2.825
O 5.019 -0.451 2.737
S 4.247 -0.670 1.534
O 2.850 -1.295 2.206
O 3.827 0.526 0.841
O 4.776 -1.711 0.668

* net charge: -2
* LUMO energy (alpha / beta): 3.70 / 3.70 eV
* largest force on an atom: 0.52 eV Å⁻¹

=====

[2]
# C48H37AlN4O

A molecular structure, C48H37AlN4O (ωB97M-V/def2-TZVPD, the Open Molecules 2025 dataset).

Cartesian coordinates (Å):
Al -0.161 0.124 0.113
C -0.190 -5.343 5.536
C -1.395 -4.691 5.315
C -1.484 -3.708 4.339
C -0.372 -3.369 3.575
C 0.832 -4.029 3.802
C 0.923 -5.010 4.778
C -0.463 -2.315 2.523
C -0.493 -2.712 1.195
C -0.491 -4.086 0.780
C -0.510 -4.084 -0.570
C -0.529 -2.708 -0.979
N -0.528 -1.876 0.111
C -0.541 -2.310 -2.306
C -0.594 -0.983 -2.700
C -0.608 -0.571 -4.075
C -0.654 0.778 -4.074
C -0.669 1.190 -2.699
C -0.723 2.516 -2.299
C -0.767 3.575 -3.351
C -1.953 3.860 -4.021
C -1.990 4.846 -4.996
C -0.840 5.556 -5.312
C 0.346 5.276 -4.648
C 0.381 4.290 -3.672
C -0.753 2.905 -0.971
N -0.681 2.074 0.118
C -0.745 2.906 1.205
C -0.698 2.514 2.533
C -0.731 3.569 3.588
C -1.871 3.759 4.365
C -1.900 4.742 5.343
C -0.789 5.545 5.556
C 0.351 5.361 4.786
C 0.379 4.379 3.807
C -0.623 1.186 2.924
C -0.553 0.772 4.296
C -0.485 -0.576 4.292
C -0.515 -0.988 2.918
N -0.592 0.102 2.086
C -0.880 4.275 0.791
C -0.882 4.274 -0.558
N -0.626 0.104 -1.865
C -0.494 -3.363 -3.363
C -1.661 -3.815 -3.970
C -1.610 -4.793 -4.952
C -0.388 -5.329 -5.337
C 0.780 -4.883 -4.736
C 0.727 -3.905 -3.753
H -0.120 -6.109 6.298
H -2.268 -4.949 5.901
H -2.424 -3.198 4.162
H 1.699 -3.764 3.208
H 1.866 -5.514 4.948
H -0.485 -4.932 1.447
H -0.522 -4.926 -1.241
H -0.582 -1.240 -4.919
H -0.674 1.447 -4.918
H -2.849 3.305 -3.770
H -2.919 5.061 -5.509
H -0.868 6.325 -6.073
H 1.247 5.825 -4.891
H 1.306 4.068 -3.152
H -2.738 3.132 4.194
H -2.794 4.882 5.938
H -0.811 6.312 6.319
H 1.223 5.982 4.949
H 1.268 4.230 3.206
H -0.546 1.437 5.143
H -0.412 -1.243 5.135
H -0.975 5.115 1.459
H -0.976 5.113 -1.227
H -2.612 -3.394 -3.666
H -2.524 -5.138 -5.417
H -0.347 -6.092 -6.104
H 1.736 -5.296 -5.033
H 1.637 -3.553 -3.281
C 3.854 0.681 0.030
C 2.757 -0.299 -0.370
C 2.694 -0.420 -1.895
C 3.023 -1.675 0.246
O 1.543 0.186 0.118
H 4.833 0.350 -0.323
H 3.885 0.777 1.116
H 3.641 1.665 -0.394
H 3.635 -0.789 -2.309
H 2.476 0.556 -2.337
H 1.895 -1.107 -2.181
H 3.971 -2.096 -0.098
H 2.217 -2.363 -0.023
H 3.051 -1.590 1.335

* net charge: 0
* LUMO energy: -1.10 eV
* largest force on an atom: 0.43 eV Å⁻¹

=====

[3]
# C48H37CoFN2O6Te

A molecular structure, C48H37CoFN2O6Te (ωB97M-V/def2-TZVPD, the Open Molecules 2025 dataset).

Cartesian coordinates (Å):
Co -0.268 -0.484 -0.886
C 0.201 5.968 1.793
C 0.233 4.700 0.972
C 0.496 4.713 -0.391
C 0.469 3.570 -1.165
C 0.739 3.759 -2.621
O 1.497 4.639 -2.985
C 0.010 2.965 -3.663
C -1.313 2.583 -3.483
C -2.014 1.990 -4.522
C -1.389 1.758 -5.738
C -0.058 2.122 -5.916
C 0.635 2.732 -4.882
C 0.225 2.293 -0.568
O 0.240 1.253 -1.295
C 0.021 2.261 0.848
C -0.002 3.471 1.555
C -0.174 1.000 1.584
N -0.271 -0.156 1.042
C -0.437 -1.343 1.915
C 0.746 -2.305 1.839
Te 0.479 -3.991 3.135
C 1.323 -3.084 4.848
C 0.598 -2.979 6.031
C 1.198 -2.471 7.177
C 2.516 -2.040 7.142
C 3.237 -2.118 5.956
C 2.648 -2.650 4.817
C -0.277 1.178 3.074
C 0.870 1.385 3.830
C 0.775 1.652 5.189
C -0.470 1.728 5.797
C -1.618 1.514 5.046
C -1.521 1.236 3.691
H 0.392 6.842 1.169
H 0.956 5.952 2.584
H -0.770 6.107 2.274
H 0.710 5.648 -0.898
H -1.797 2.743 -2.526
H -3.044 1.695 -4.370
H -1.933 1.281 -6.545
H 0.434 1.937 -6.863
H 1.664 3.045 -5.012
H -0.214 3.452 2.616
H -1.345 -1.852 1.603
H -0.559 -1.056 2.954
H 1.685 -1.831 2.120
H 0.873 -2.722 0.849
H -0.435 -3.306 6.060
H 0.627 -2.399 8.095
H 2.981 -1.641 8.035
H 4.265 -1.781 5.921
H 3.222 -2.735 3.901
H 1.839 1.351 3.344
H 1.675 1.808 5.770
H -0.545 1.945 6.856
H -2.594 1.568 5.514
H -2.416 1.076 3.098
O -0.881 -2.288 -0.654
C -0.996 -3.175 -1.501
C -0.720 -3.060 -2.897
C -0.865 -4.187 -3.703
C -0.570 -4.121 -5.035
C -0.107 -2.912 -5.615
C 0.037 -1.798 -4.859
C -0.271 -1.805 -3.452
O -0.168 -0.750 -2.785
N -0.721 -5.306 -5.860
O -1.139 -6.329 -5.341
O -0.421 -5.222 -7.039
H -1.355 -4.151 -1.134
H -1.208 -5.122 -3.277
H 0.127 -2.905 -6.670
H 0.386 -0.865 -5.280
C 4.491 -1.547 -0.600
C 3.978 -0.387 -0.032
C 2.617 -0.104 -0.120
C 1.711 -0.952 -0.765
C 2.265 -2.100 -1.344
C 3.624 -2.402 -1.264
H 5.549 -1.772 -0.535
H 4.641 0.305 0.479
H 2.270 0.821 0.331
H 1.635 -2.811 -1.867
H 4.004 -3.309 -1.727
F -6.312 0.923 -1.464
C -4.989 0.629 -1.316
C -4.292 1.172 -0.264
C -2.938 0.856 -0.125
C -2.249 0.020 -1.011
C -3.025 -0.494 -2.059
C -4.380 -0.208 -2.224
H -4.797 1.830 0.436
H -2.422 1.317 0.710
H -2.571 -1.139 -2.802
H -4.954 -0.622 -3.046

* net charge: -1
* LUMO energy: 1.97 eV
* largest force on an atom: 0.54 eV Å⁻¹

=====

Which of these has the lowest net charge? C48H36N4O8PtS